# 1
{"formula": "C31H40AuGeO2P2S2", "method": "the ωB97M-V functional and the def2-TZVPD basis", "max_force_ev_per_a": 0.11, "s_squared": 0.756, "homo_energy_ev": [-6.8, -7.7], "relative_energy_kj_mol": 165.14, "multiplicity": 2, "orbital_gap_ha": [0.2587, 0.2316], "species": ["Au", "Ge", "S", "S", "P", "P", "O", "O", "C", "C", "C", "C", "C", "C", "C", "C", "C", "C", "C", "C", "C", "C", "C", "C", "C", "C", "C", "C", "C", "C", "C", "C", "C", "C", "C", "C", "C", "C", "C", "H", "H", "H", "H", "H", "H", "H", "H", "H", "H", "H", "H", "H", "H", "H", "H", "H", "H", "H", "H", "H", "H", "H", "H", "H", "H", "H", "H", "H", "H", "H", "H", "H", "H", "H", "H", "H", "H", "H", "H"], "positions_angstrom": [[-0.373, 0.178, 0.219], [2.039, 0.050, 0.821], [-2.141, 1.673, -0.900], [-1.805, 1.042, 2.348], [-2.433, 2.335, 0.969], [-1.051, -1.889, -0.743], [-3.974, 2.704, 1.189], [-1.763, 3.762, 1.056], [2.131, 2.656, 5.578], [-2.632, 4.545, 3.243], [-5.936, 1.933, 0.060], [-2.851, -2.079, -0.645], [-0.327, -3.318, 0.074], [4.408, -3.062, 2.665], [2.626, -1.657, 1.621], [3.090, 0.270, -0.828], [-1.016, -4.234, 0.770], [3.768, 3.585, 2.378], [-1.483, 4.550, 2.254], [-4.963, 1.644, 1.183], [2.561, 2.611, 4.229], [-5.604, 1.603, 2.554], [1.320, 1.684, 6.086], [3.384, 3.629, 3.685], [1.306, 0.546, 3.964], [3.313, -4.485, 0.932], [4.181, -4.270, 2.144], [1.591, -2.721, 1.589], [1.001, -5.215, 1.748], [3.849, -1.809, 2.136], [2.560, 1.503, 2.034], [2.144, 1.541, 3.400], [0.902, 0.614, 5.266], [1.132, -3.196, 0.237], [-0.326, -5.241, 1.572], [3.349, 2.517, 1.552], [-0.169, 4.107, 2.864], [1.858, -4.144, 1.197], [-0.666, -2.054, -2.511], [0.964, -0.270, 3.339], [0.606, 4.031, 2.101], [-3.564, 4.842, 2.765], [-2.759, 3.557, 3.688], [-0.912, -6.043, 2.001], [2.456, 3.483, 6.199], [-4.851, 1.394, 3.314], [2.824, 1.194, -1.340], [0.251, -0.150, 5.671], [-1.084, -2.974, -2.920], [-3.195, -3.017, -1.084], [1.494, -6.018, 2.286], [-0.273, 3.139, 3.353], [-6.699, 1.154, 0.013], [1.700, -2.809, -0.605], [3.674, -3.833, 0.130], [-1.374, 5.555, 1.842], [-4.451, 0.695, 0.992], [-6.073, 2.563, 2.777], [-2.404, 5.252, 4.043], [4.503, -0.940, 2.193], [0.767, -2.569, 2.284], [2.882, -0.564, -1.500], [3.393, -5.512, 0.571], [3.698, 4.444, 4.327], [0.992, 1.731, 7.117], [-1.080, -1.190, -3.030], [-6.367, 0.825, 2.590], [-5.409, 1.970, -0.893], [0.415, -2.050, -2.651], [4.159, 0.274, -0.604], [-2.099, -4.254, 0.739], [5.087, -2.973, 3.507], [3.669, 2.509, 0.517], [4.661, -5.133, 2.591], [0.152, 4.841, 3.607], [4.396, 4.366, 1.966], [-3.157, -2.015, 0.399], [-3.289, -1.234, -1.178], [-6.428, 2.893, 0.226]], "forces_ev_per_angstrom": [[0.0, 0.0, 0.1], [0.0, 0.0, 0.0], [0.0, 0.0, 0.0], [0.1, 0.0, -0.1], [0.0, 0.0, -0.1], [0.0, 0.0, 0.0], [0.1, 0.0, 0.0], [0.0, 0.0, 0.0], [0.0, 0.0, 0.0], [0.0, 0.0, 0.0], [0.0, 0.0, 0.0], [0.0, 0.0, 0.0], [0.0, 0.1, 0.0], [0.0, 0.0, 0.0], [0.0, 0.0, 0.0], [0.0, 0.0, 0.0], [0.0, 0.0, 0.0], [0.0, 0.0, 0.0], [0.1, 0.0, 0.0], [0.0, 0.0, 0.0], [0.0, 0.0, 0.0], [0.0, 0.0, 0.0], [0.0, 0.0, 0.0], [0.0, 0.0, 0.0], [0.0, 0.0, 0.0], [0.0, 0.0, 0.0], [0.0, 0.1, 0.0], [0.0, 0.0, 0.0], [0.0, 0.0, 0.0], [0.0, 0.0, 0.0], [0.0, 0.0, 0.0], [0.0, 0.0, 0.0], [0.0, 0.0, 0.0], [-0.1, 0.0, -0.1], [0.0, 0.0, 0.0], [0.0, 0.0, 0.0], [0.0, 0.0, 0.0], [0.0, 0.0, 0.0], [0.0, 0.0, 0.0], [0.0, 0.0, 0.0], [0.0, 0.0, 0.0], [0.0, 0.0, 0.0], [0.0, 0.0, 0.0], [0.0, 0.0, 0.0], [0.0, 0.0, 0.0], [0.0, 0.0, 0.0], [0.0, 0.0, 0.0], [0.0, 0.0, 0.0], [0.0, 0.0, 0.0], [0.0, 0.0, 0.0], [0.0, 0.0, 0.0], [0.0, 0.0, 0.0], [0.0, 0.0, 0.0], [0.0, 0.0, 0.0], [0.0, 0.0, 0.0], [0.0, 0.0, 0.0], [0.0, 0.0, 0.0], [0.0, 0.0, 0.0], [0.0, 0.0, 0.0], [0.0, 0.0, 0.0], [0.0, 0.0, 0.0], [0.0, 0.0, 0.0], [0.0, 0.0, 0.0], [0.0, 0.0, 0.0], [0.0, 0.0, 0.0], [0.0, 0.0, 0.0], [0.0, 0.0, 0.0], [0.0, 0.0, 0.0], [0.0, 0.0, 0.0], [0.0, 0.0, 0.0], [0.0, 0.0, 0.0], [0.0, 0.0, 0.0], [0.0, 0.0, 0.0], [0.0, 0.0, 0.0], [0.0, 0.0, 0.0], [0.0, 0.0, 0.0], [0.0, 0.0, 0.0], [0.0, 0.0, 0.0], [0.0, 0.0, 0.0]], "mulliken_spin": [0.3925, 0.1911, 0.0295, 0.0592, -0.0288, 0.1656, 0.0026, 0.0032, 0.0039, 0.0021, 0.0001, 0.0076, -0.0081, 0.0008, -0.0142, 0.0261, 0.0326, -0.0124, 0.0020, 0.0086, -0.0007, 0.0005, -0.0040, 0.0216, -0.0063, 0.0004, -0.0011, 0.0093, 0.0200, 0.0061, 0.1361, -0.0333, 0.0080, 0.0009, -0.0091, -0.0067, 0.0009, -0.0040, 0.0039, -0.0122, 0.0012, 0.0002, -0.0013, -0.0006, -0.0001, 0.0014, -0.0014, 0.0004, 0.0040, 0.0067, 0.0009, -0.0013, 0.0001, -0.0070, 0.0002, 0.0002, -0.0077, -0.0003, 0.0001, -0.0041, 0.0037, -0.0057, -0.0002, 0.0007, -0.0002, -0.0005, -0.0001, -0.0003, 0.0005, 0.0047, 0.0049, 0.0004, 0.0048, 0.0000, 0.0000, -0.0011, 0.0022, 0.0000, 0.0000]}

=====

# 2
{"formula": "C31H40BiN4O", "method": "the ωB97M-V functional and the def2-TZVPD basis", "max_force_ev_per_a": 3.20, "homo_energy_ev": -1.9, "relative_energy_kj_mol": 0.00, "orbital_gap_ha": 0.1658, "charge": -1, "species": ["Bi", "O", "N", "N", "N", "N", "C", "C", "C", "C", "C", "C", "C", "C", "C", "C", "C", "C", "C", "C", "C", "C", "C", "C", "C", "C", "C", "C", "C", "C", "C", "C", "C", "C", "C", "C", "C", "H", "H", "H", "H", "H", "H", "H", "H", "H", "H", "H", "H", "H", "H", "H", "H", "H", "H", "H", "H", "H", "H", "H", "H", "H", "H", "H", "H", "H", "H", "H", "H", "H", "H", "H", "H", "H", "H", "H", "H"], "positions_angstrom": [[1.616, -0.324, -0.573], [0.772, 3.730, 0.132], [2.039, 5.452, 0.918], [-0.857, 0.330, -2.232], [1.798, 1.313, -2.138], [-0.929, -1.849, -2.162], [0.203, -3.878, -1.355], [-2.231, -3.650, -1.169], [-1.923, -1.404, -3.032], [-2.270, -4.911, -0.566], [3.035, 1.725, -2.547], [-1.982, -0.081, -2.953], [3.167, 4.575, 1.190], [0.193, 0.767, 2.732], [-1.111, -5.626, -0.282], [-1.594, 2.354, 1.791], [0.704, 2.119, -2.396], [-0.827, -1.243, 2.312], [2.062, 6.813, 1.429], [0.119, -5.078, -0.642], [-0.125, -0.772, -1.787], [-3.521, -2.900, -1.249], [0.326, -0.634, 2.876], [-1.198, -6.965, 0.376], [1.474, -1.328, 3.497], [-1.062, 1.027, 2.128], [-2.993, -0.363, 1.191], [0.854, 3.307, -3.153], [-0.574, 1.674, -2.041], [0.902, 4.929, 0.414], [-1.690, -0.212, 1.861], [-1.040, -2.695, 2.192], [3.202, 2.867, -3.327], [-0.977, -3.144, -1.585], [1.542, -3.445, -1.859], [2.091, 3.661, -3.651], [1.180, 1.797, 3.108], [-3.665, 0.448, 1.501], [-1.429, 2.330, -2.227], [4.207, 3.149, -3.645], [-2.245, -7.237, 0.525], [1.372, 7.418, 0.828], [-3.237, -5.335, -0.285], [0.808, 2.381, 3.968], [2.999, 3.992, 2.109], [-4.308, -3.523, -0.803], [-3.844, -2.677, -2.270], [1.522, -2.375, 3.186], [-2.109, -2.927, 2.144], [4.058, 5.198, 1.321], [1.548, -3.223, -2.936], [-0.581, -3.094, 1.277], [-0.721, -7.741, -0.230], [-0.070, 3.847, -3.377], [0.116, 5.699, 0.274], [1.329, 2.505, 2.281], [-2.889, -0.285, 0.099], [1.034, -5.625, -0.408], [-0.705, -6.961, 1.352], [3.077, 7.217, 1.365], [-2.662, 2.287, 1.565], [1.395, -1.329, 4.594], [-1.083, 2.779, 0.918], [1.733, 6.863, 2.480], [2.259, -4.260, -1.665], [-3.501, -1.965, -0.674], [-3.453, -1.324, 1.445], [-0.608, -3.225, 3.051], [3.882, 1.079, -2.290], [2.149, 1.358, 3.383], [2.433, -0.851, 3.261], [-1.450, 3.047, 2.632], [1.977, -2.575, -1.314], [3.306, 3.879, 0.352], [-2.646, 0.645, -3.381], [-2.570, -2.071, -3.575], [2.190, 4.545, -4.281]], "forces_ev_per_angstrom": [[0.3, 1.0, 1.2], [0.2, 2.3, 0.2], [0.4, 0.4, 0.1], [0.0, -2.5, 0.7], [0.9, 1.0, -0.3], [0.8, 0.3, -1.1], [-0.2, -0.1, 0.1], [0.6, -0.3, 0.1], [-0.7, -0.9, 0.6], [0.3, 0.1, -0.2], [-0.9, 0.5, -0.9], [1.3, 0.9, -0.1], [-0.1, -0.1, 0.2], [-0.9, -0.8, -0.3], [0.1, 0.4, -0.2], [0.0, 0.6, -0.2], [-0.8, -0.9, 0.3], [0.4, 1.1, 0.1], [-0.3, -0.2, 0.1], [-0.4, 0.0, -0.2], [-3.0, 0.9, -0.6], [-0.9, 0.0, 0.1], [-0.6, 0.6, -0.9], [0.0, -0.3, 0.2], [0.2, -0.3, 0.5], [0.6, -1.2, 0.3], [-0.3, 0.1, -0.1], [0.8, 0.7, -0.4], [1.0, 1.4, -0.5], [0.0, -2.0, -0.4], [1.2, 0.2, 0.6], [-0.1, -0.5, -0.1], [1.1, -0.9, 0.7], [0.0, -0.6, 0.4], [0.7, -0.5, 0.3], [-1.4, 0.1, 0.5], [0.1, 0.5, 0.2], [-0.2, -0.2, -0.1], [0.4, -0.3, 0.0], [-0.3, -0.1, 0.1], [0.1, -0.1, 0.0], [0.2, 0.0, 0.2], [0.3, 0.2, 0.0], [0.3, 0.1, 0.0], [0.1, 0.1, -0.3], [0.2, 0.1, 0.0], [0.0, -0.1, 0.3], [0.1, 0.0, 0.0], [0.0, -0.2, 0.0], [-0.1, -0.2, -0.1], [-0.1, 0.1, 0.4], [-0.1, -0.3, 0.1], [-0.1, 0.1, 0.0], [0.5, 0.0, 0.0], [0.0, -0.3, 0.0], [0.1, -0.1, 0.1], [-0.2, 0.0, -0.1], [-0.2, 0.1, -0.1], [0.0, 0.0, 0.0], [-0.2, 0.0, -0.1], [0.0, 0.2, 0.0], [0.1, -0.1, 0.1], [-0.2, 0.0, 0.1], [0.1, 0.0, -0.2], [-0.2, 0.1, -0.3], [0.1, -0.2, -0.3], [-0.1, 0.1, -0.1], [-0.1, -0.1, -0.1], [-0.4, 0.2, 0.0], [-0.1, 0.1, 0.0], [0.0, -0.1, -0.1], [-0.1, 0.2, -0.1], [-0.4, -0.6, -0.6], [-0.1, 0.2, 0.3], [0.1, 0.0, -0.2], [0.1, -0.1, 0.2], [0.1, -0.2, 0.1]], "lowdin_charge": [1.3628, -0.0084, -0.1993, -0.1050, -0.1854, -0.0102, -0.2074, -0.1805, -0.0912, -0.0198, -0.1798, -0.0390, -0.0401, -0.3060, -0.2823, -0.0790, -0.3338, -0.2802, -0.0704, -0.0181, -0.3564, -0.0477, -0.3154, -0.0602, -0.1036, -0.2733, -0.0867, -0.0528, -0.1271, -0.3018, -0.2676, -0.0783, -0.1287, -0.1239, -0.1190, -0.1086, -0.0876, 0.0614, 0.1058, 0.0812, 0.0696, 0.0798, 0.1120, 0.0677, 0.0859, 0.0803, 0.0612, 0.0543, 0.0611, 0.0786, 0.0888, 0.0527, 0.0770, 0.1089, 0.1380, 0.0353, 0.0519, 0.1186, 0.0821, 0.0794, 0.0530, 0.0645, 0.0413, 0.0887, 0.0734, 0.0573, 0.0593, 0.0657, 0.0829, 0.0587, 0.0516, 0.0664, -0.1024, 0.0918, 0.1186, 0.1152, 0.0942]}

=====

# 3
{"formula": "C31H40IN5O7P2S2W", "method": "the ωB97M-V functional and the def2-TZVPD basis", "max_force_ev_per_a": 0.65, "s_squared": 2.043, "homo_energy_ev": [-7.5, -7.9], "relative_energy_kj_mol": 197.36, "multiplicity": 3, "orbital_gap_ha": [0.2703, 0.2053], "species": ["W", "I", "S", "S", "P", "P", "O", "O", "O", "O", "O", "O", "O", "N", "N", "N", "N", "N", "C", "C", "C", "C", "C", "C", "C", "C", "C", "C", "C", "C", "C", "C", "C", "C", "C", "C", "C", "C", "C", "C", "C", "C", "C", "C", "C", "C", "C", "C", "C", "H", "H", "H", "H", "H", "H", "H", "H", "H", "H", "H", "H", "H", "H", "H", "H", "H", "H", "H", "H", "H", "H", "H", "H", "H", "H", "H", "H", "H", "H", "H", "H", "H", "H", "H", "H", "H", "H", "H", "H"], "positions_angstrom": [[-1.647, 1.839, 0.724], [-2.580, 3.928, 2.462], [-2.428, 0.512, 2.707], [-1.407, 1.806, -4.081], [-0.225, -1.536, 0.460], [2.062, -0.219, -1.190], [0.007, 1.821, 2.015], [1.345, 1.056, -1.141], [-0.257, -2.084, 1.939], [1.933, -1.102, -2.492], [-0.966, -0.266, 0.354], [3.629, -0.103, -0.982], [-0.832, -2.726, -0.351], [-1.597, 1.582, -1.320], [0.091, 1.128, 3.153], [1.995, 4.077, 0.163], [3.393, 3.230, 2.031], [-0.360, 3.424, 0.161], [-6.273, 1.307, -0.710], [-0.845, -0.155, 4.878], [-1.247, -2.858, -1.752], [-3.181, 3.238, 0.022], [1.306, -1.023, -4.799], [-4.733, 4.750, -1.031], [1.453, 0.533, 4.975], [-3.463, 4.517, -0.474], [-4.197, 2.256, -0.068], [4.743, 0.625, 1.038], [3.733, -1.047, -4.106], [1.202, -3.340, 3.369], [-1.499, -1.516, -2.397], [4.184, 1.067, -0.296], [-3.662, 1.036, 0.344], [-1.501, 1.684, -2.482], [-0.990, 0.488, 3.639], [-1.087, -4.192, 2.711], [1.532, -1.394, 0.083], [0.358, -0.133, 5.538], [-5.455, 2.454, -0.633], [-5.712, 3.775, -1.097], [-5.783, 0.093, -0.269], [1.291, 1.169, 3.776], [-4.474, -0.071, 0.243], [5.222, 1.681, -1.206], [0.153, -3.439, 2.283], [2.711, 3.620, 1.178], [-0.207, -3.695, -2.465], [0.765, 3.737, 0.161], [2.334, -0.559, -3.795], [0.736, -3.153, -2.538], [-1.709, -0.658, 5.289], [-1.887, -1.679, -3.403], [6.046, 0.986, -1.380], [0.456, -0.630, 6.494], [-7.269, 1.367, -1.130], [4.047, -0.659, -5.077], [4.777, 1.953, -2.163], [1.562, -0.641, -5.788], [0.578, -3.908, 1.391], [0.786, -2.841, 4.244], [-0.579, -0.937, -2.484], [1.294, -2.115, -4.845], [3.976, 0.143, 1.647], [-4.136, -1.059, 0.537], [3.745, -2.137, -4.152], [2.071, -2.776, 3.029], [-2.225, -0.927, -1.837], [2.043, 1.756, 3.261], [2.310, 0.532, -3.718], [-4.956, 5.738, -1.415], [1.996, -1.035, 1.007], [5.570, -0.076, 0.902], [-6.678, 4.020, -1.525], [-2.722, 5.305, -0.444], [1.941, -2.383, -0.131], [-1.550, -3.690, 3.562], [-2.181, -3.417, -1.670], [-1.809, -4.233, 1.896], [3.371, 1.772, -0.142], [0.313, -0.659, -4.540], [5.100, 1.501, 1.581], [-0.828, -5.211, 3.002], [5.614, 2.588, -0.744], [1.531, -4.339, 3.658], [2.412, 0.576, 5.469], [-0.552, -3.915, -3.476], [4.443, -0.717, -3.351], [-0.046, -4.639, -1.944], [-6.423, -0.779, -0.342]], "forces_ev_per_angstrom": [[-0.3, -0.5, 0.4], [0.0, 0.0, -0.1], [0.1, 0.0, 0.0], [0.1, -0.1, 0.0], [0.1, -0.1, 0.0], [0.1, 0.0, 0.1], [-0.1, -0.3, -0.3], [0.0, 0.0, -0.1], [0.0, 0.1, 0.0], [0.0, -0.1, 0.0], [0.2, 0.4, 0.0], [0.0, 0.0, 0.0], [0.0, -0.1, 0.1], [0.0, 0.1, -0.1], [0.0, 0.0, 0.2], [0.1, 0.0, 0.1], [-0.1, 0.1, 0.0], [0.2, 0.3, -0.3], [0.0, 0.0, 0.0], [0.0, 0.0, 0.0], [0.0, 0.1, 0.0], [0.0, 0.2, 0.3], [0.0, 0.0, 0.0], [0.1, 0.0, 0.0], [0.0, 0.0, 0.0], [0.0, -0.1, -0.2], [0.1, 0.0, 0.1], [0.1, 0.0, 0.0], [0.0, 0.0, 0.0], [0.0, 0.0, 0.0], [0.0, 0.0, 0.0], [0.1, 0.0, 0.1], [0.0, 0.1, 0.0], [-0.1, 0.1, 0.1], [0.0, 0.0, -0.1], [0.0, 0.0, 0.0], [-0.1, 0.0, 0.0], [0.0, 0.0, 0.0], [0.0, 0.0, 0.0], [0.0, 0.0, 0.0], [0.0, 0.0, 0.0], [0.0, 0.1, 0.0], [0.0, 0.0, 0.0], [0.0, 0.0, 0.0], [0.0, 0.0, 0.0], [0.0, 0.2, 0.1], [0.0, 0.0, 0.0], [-0.1, -0.4, 0.1], [0.0, 0.1, 0.0], [0.0, 0.0, 0.0], [0.0, 0.0, 0.0], [0.0, 0.0, 0.0], [0.0, 0.0, 0.0], [0.0, 0.0, 0.0], [0.0, 0.0, 0.0], [0.0, 0.0, 0.0], [0.0, 0.0, 0.0], [0.0, 0.0, 0.0], [0.0, 0.0, 0.0], [0.0, 0.0, 0.0], [-0.1, 0.0, 0.0], [0.0, 0.0, 0.0], [0.0, 0.1, 0.0], [0.0, 0.0, 0.0], [0.0, 0.0, 0.0], [0.0, 0.0, 0.0], [0.0, 0.0, 0.0], [0.0, 0.0, 0.0], [0.0, 0.0, 0.0], [0.0, 0.0, 0.0], [0.0, 0.0, 0.0], [0.0, 0.0, -0.1], [0.0, 0.0, 0.0], [0.0, 0.0, 0.0], [0.0, 0.0, 0.0], [0.0, 0.0, 0.0], [0.0, 0.0, 0.0], [0.0, 0.0, 0.0], [0.0, -0.1, -0.1], [0.0, 0.0, 0.0], [0.0, -0.1, 0.0], [0.0, 0.0, 0.0], [0.0, 0.0, 0.0], [0.0, 0.0, 0.0], [0.0, 0.0, 0.0], [0.0, 0.0, 0.0], [0.0, 0.0, 0.0], [0.0, 0.0, 0.0], [0.0, 0.0, 0.0]], "mulliken_spin": [0.8737, 0.3877, -0.0268, 0.0254, -0.0207, 0.0037, 0.0247, 0.0186, -0.0079, 0.0005, 0.1681, 0.0006, -0.0026, -0.0157, 0.0037, 0.0092, 0.0047, 0.0176, 0.0707, -0.0043, 0.0002, 0.0672, 0.0010, -0.0935, -0.0007, 0.2794, -0.0533, 0.0000, 0.0003, -0.0005, -0.0037, 0.0019, -0.0213, 0.0170, 0.0088, 0.0000, -0.0006, 0.0063, -0.0503, 0.2342, -0.0410, 0.0082, 0.0734, -0.0002, 0.0007, -0.0007, 0.0004, 0.0228, 0.0003, 0.0000, 0.0003, 0.0001, 0.0000, 0.0004, 0.0042, 0.0000, 0.0001, -0.0001, 0.0000, 0.0004, -0.0027, 0.0000, 0.0003, 0.0033, 0.0000, 0.0001, 0.0009, 0.0010, -0.0004, -0.0019, 0.0000, -0.0001, 0.0075, 0.0036, 0.0000, 0.0001, -0.0001, 0.0000, -0.0018, -0.0009, -0.0002, 0.0000, 0.0000, 0.0000, 0.0000, 0.0000, 0.0000, 0.0000, -0.0014]}